[1]
Molecular formula: C18H23Cl3N2O3PdS2Si
Method: DFT, ωB97M-V/def2-TZVPD

The total charge is +2. The lowest unoccupied orbital energy is -6.7 eV. The value obtained for the energy relative to the best compared isomer or geometry (same formula, charge and spin) is 20.6 kJ/mol. The value obtained for the highest occupied orbital energy is -15.02 eV. Its orbital gap is 8.34 eV.

```
53
C18H23Cl3N2O3PdS2Si, DFT ωB97M-V/def2-TZVPD
Pd -0.6419 0.0162 -0.1500
C 1.0035 -2.8404 2.8032
C 0.7577 -1.6370 1.9589
N -0.4090 -1.1816 1.6693
O -1.4072 -1.9189 2.2117
C 1.8834 -0.8062 1.4576
C 3.1885 -0.8778 2.1683
N 1.5754 -0.0551 0.4702
O 2.6348 0.8574 0.0965
H 0.1443 -3.5027 2.7814
H 1.1786 -2.5456 3.8412
H 1.8790 -3.3829 2.4516
H -2.2082 -1.3695 2.1291
H 3.0511 -0.5498 3.2018
H 3.9567 -0.2766 1.6968
H 3.5201 -1.9155 2.2054
O 0.9384 2.7131 0.0367
S 2.2262 2.3477 0.5278
C 3.5459 3.2238 -0.1590
C 4.8020 2.6452 -0.3422
C 5.8065 3.4394 -0.8653
C 5.5528 4.7692 -1.1840
C 4.2942 5.3258 -0.9913
C 3.2691 4.5548 -0.4715
C 2.2673 2.3750 2.2647
C 3.4708 2.5624 2.9374
C 3.4596 2.5337 4.3215
C 2.2658 2.3203 5.0019
C 1.0698 2.1432 4.3119
C 1.0563 2.1740 2.9289
H 4.9874 1.6073 -0.1040
H 6.7891 3.0195 -1.0297
H 6.3482 5.3784 -1.5922
H 4.1093 6.3595 -1.2479
H 2.2813 4.9701 -0.3204
H 4.3900 2.7498 2.3975
H 4.3768 2.6927 4.8713
H 2.2647 2.3091 6.0838
H 0.1448 2.0001 4.8537
H 0.1312 2.0656 2.3768
C 0.3505 1.6914 -2.8944
S -0.5064 0.1729 -2.4458
C -1.9639 0.3608 -3.4854
H -0.2014 2.5629 -2.5547
H 0.4510 1.6957 -3.9787
H 1.3420 1.6612 -2.4508
H -1.6122 0.2597 -4.5108
H -2.4399 1.3233 -3.3305
H -2.6570 -0.4472 -3.2644
Cl -3.9205 -1.2852 -0.7731
Si -2.8826 0.3220 -0.1256
Cl -3.5924 2.0213 -0.9937
Cl -3.2393 0.5969 1.8954
```

=====

[2]
Molecular formula: C18H23ClN2O2
Method: DFT, ωB97M-V/def2-TZVPD

The total charge is 0. The lowest unoccupied orbital energy is 0.5 eV. The value obtained for the energy relative to the best compared isomer or geometry (same formula, charge and spin) is 1416.9 kJ/mol. The value obtained for the highest occupied orbital energy is -8.98 eV. Its orbital gap is 9.49 eV.

```
46
C18H23ClN2O2, DFT ωB97M-V/def2-TZVPD
O -0.2759 -1.1391 0.4500
C 0.0381 0.0460 0.3331
N 1.1790 0.6703 -0.1967
H 1.2381 1.5396 -0.1535
C 2.1095 -0.4171 -0.8557
C 3.2783 -0.2660 0.1884
C 3.1534 -0.2192 1.6881
C 4.3531 -0.0162 2.1914
C 5.5756 -0.0456 1.6338
C 5.7837 -0.2113 0.3449
C 4.5446 -0.0196 -0.4115
Cl 4.6906 -0.2530 -2.2502
H 6.7377 -0.3808 -0.2280
H 6.5386 0.0595 2.3763
H 4.2672 0.0126 3.2589
H 2.1930 -0.1111 2.1025
H 2.3414 -0.0931 -1.6764
H 1.6645 -1.3202 -0.6400
C -0.9903 1.1977 0.8366
C -2.4955 0.4872 1.2900
N -3.4347 0.5802 -0.0189
C -3.7298 1.9021 -0.3029
O -4.4453 2.1487 -1.2629
C -2.7330 2.9161 0.2600
C -1.2461 2.4945 -0.2449
H -0.9675 2.0741 -1.0533
H -0.5244 2.9196 0.2808
H -2.7470 3.9304 -0.5455
H -3.0068 3.0655 1.2325
C -4.1279 -0.5919 -0.3188
H -4.8502 -0.0178 -1.1660
C -3.3260 -1.6623 -1.1829
H -3.2257 -1.4723 -2.1168
C -3.9582 -3.0848 -0.6605
C -4.4009 -2.7541 0.8035
H -5.0560 -3.2075 1.2005
C -4.9109 -1.2630 0.5663
H -4.8477 -0.7236 1.9536
H -6.0148 -1.2625 0.4984
H -3.6116 -2.5956 1.5500
H -3.1655 -3.8722 -0.5587
H -4.9501 -3.0925 -1.0174
H -2.3735 -1.6341 -0.6425
H -2.9458 0.7479 2.1043
H -2.4160 -0.5627 1.2847
H -0.5244 1.3311 1.8573
```